# 1
An isolated molecule of C18H24N2O5S in a non-equilibrium geometry, computed with ωB97M-V/def2-TZVPD.

Summary:
* ΔE to the lowest compared entry with this formula, charge and spin: 470.9 kcal/mol
* E_HOMO: -7.7 eV
* strongest force on any atom: 0.3656 hartree/bohr
* SMILES: CCOC(=O)c1c(C)[nH]c(C)c1S(=O)(=O)NCc1ccc(OCC)cc1

Each line ends with the Löwdin charge.
Element x y z (Å)
1 C 2.084 0.613 0.793  0.0526
2 C 2.067 -0.477 -0.442  -0.3026
3 O 1.295 -0.302 -1.390  -0.0509
4 C 1.551 0.785 -2.138  -0.2969
5 O 2.715 1.304 -2.205  0.0872
6 C 0.314 1.017 -3.048  -0.0356
7 C 0.401 1.518 -4.300  -0.2158
8 C 1.739 1.877 -5.150  0.0542
9 N -0.816 1.880 -4.794  0.1897
10 C -1.953 1.563 -3.684  -0.0831
11 C -3.262 1.786 -3.945  -0.0466
12 C -1.136 0.981 -2.610  -0.2470
13 S -1.549 0.634 -1.179  0.5943
14 O -0.992 1.312 -0.073  -0.2189
15 O -3.100 0.939 -1.090  -0.3645
16 N -1.629 -0.862 -1.057  -0.1042
17 C -2.323 -1.554 -0.019  -0.2927
18 C -1.763 -1.508 1.126  -0.1866
19 C -0.626 -2.199 1.609  -0.1036
20 C 0.203 -2.198 2.691  0.0434
21 C -0.205 -0.948 3.708  -0.0571
22 O 0.742 -0.724 4.641  -0.0381
23 C 1.530 -1.553 4.996  -0.3653
24 C 2.312 -0.848 6.408  0.0120
25 C -1.318 -0.180 3.273  -0.0747
26 C -2.003 -0.288 2.222  0.0462
27 H 1.197 0.829 0.986  -0.0405
28 H 2.469 1.335 0.408  -0.0451
29 H 2.610 0.141 1.811  0.1581
30 H 1.649 -1.481 -0.062  0.1406
31 H 3.089 -0.614 -0.836  0.1319
32 H 1.541 1.072 -5.964  0.1149
33 H 2.537 1.721 -4.768  -0.0751
34 H 1.700 2.955 -5.633  0.1282
35 H -1.039 2.236 -5.563  0.0367
36 H -3.716 1.119 -4.561  0.0795
37 H -3.676 1.794 -3.061  0.0114
38 H -3.496 2.966 -4.100  0.1823
39 H -0.535 -1.148 -1.223  0.1962
40 H -3.357 -1.306 -0.116  0.1532
41 H -2.526 -2.430 -0.255  0.0703
42 H -0.538 -3.089 0.872  0.1371
43 H 1.080 -2.764 2.905  0.0680
44 H 1.358 -2.541 5.165  0.0839
45 H 2.570 -1.493 4.215  0.1729
46 H 2.582 0.187 6.125  0.0842
47 H 3.041 -1.554 6.591  0.0196
48 H 1.568 -1.095 7.079  0.0240
49 H -1.459 0.607 3.832  0.0733
50 H -2.926 -0.015 1.811  0.0993

# 2
A cluster of 4 separate species, C19H50BrN4O12P2S2 in total in a non-equilibrium geometry, computed with ωB97M-V/def2-TZVPD.

Summary:
* ΔE to the lowest compared entry with this formula, charge and spin: 96.7 kcal/mol
* E_HOMO: -5.5 eV
* charge: -1
* strongest force on any atom: 0.1434 hartree/bohr

Each line ends with the Löwdin charge.
Element x y z (Å)
1 C -8.429 0.820 7.569  -0.3277
2 P -8.280 -0.605 6.256  0.7972
3 O -9.226 -0.075 4.886  -0.4043
4 S -6.204 -0.855 5.740  0.4433
5 O -5.382 -0.060 6.828  -0.4879
6 O -5.824 -2.345 5.936  -0.4527
7 N -5.748 -0.174 4.198  -0.4163
8 S -6.149 -1.221 2.860  0.3829
9 O -7.621 -1.749 2.873  -0.4938
10 O -5.230 -2.455 2.695  -0.4782
11 P -5.973 -0.108 0.986  0.4885
12 O -4.286 0.155 0.584  -0.4513
13 Br -6.834 -1.501 -0.615  0.1719
14 H -8.872 1.734 6.980  0.0439
15 H -9.104 0.524 8.487  0.0440
16 H -7.377 1.151 7.997  0.0470
17 H -9.971 -0.738 4.785  0.0537
18 H -4.298 0.810 -0.198  0.0672
19 C 3.033 1.217 1.114  -0.1163
20 O 2.965 0.057 0.297  -0.1988
21 C 2.626 -1.129 1.029  -0.1971
22 C 1.222 -1.619 0.641  -0.2079
23 N 0.185 -0.711 1.145  -0.0490
24 C -1.147 -0.974 0.590  -0.1844
25 C -1.328 -0.784 -0.930  -0.2107
26 O -1.211 0.573 -1.362  -0.1913
27 C 0.122 1.001 -1.606  -0.1032
28 H 3.447 2.032 0.515  0.0845
29 H 2.039 1.513 1.452  0.0770
30 H 3.691 1.053 1.976  0.0856
31 H 2.720 -0.989 2.112  0.1224
32 H 3.352 -1.894 0.733  0.0998
33 H 1.059 -2.619 1.058  0.1140
34 H 1.186 -1.690 -0.451  0.1005
35 H 0.441 0.246 0.917  0.0679
36 H -1.836 -0.289 1.098  0.1069
37 H -1.455 -1.989 0.866  0.1265
38 H -2.355 -1.082 -1.171  0.1128
39 H -0.682 -1.442 -1.520  0.1067
40 H 0.762 0.193 -1.973  0.0903
41 H 0.544 1.446 -0.706  0.0714
42 H 0.091 1.787 -2.368  0.0746
43 C 4.316 -8.452 -0.160  -0.1144
44 O 5.325 -7.535 0.240  -0.2001
45 C 6.444 -7.502 -0.657  -0.2047
46 C 6.495 -6.161 -1.406  -0.2079
47 N 5.398 -6.050 -2.373  -0.0578
48 C 5.233 -4.702 -2.925  -0.1966
49 C 4.849 -3.579 -1.941  -0.2135
50 O 3.537 -3.715 -1.391  -0.1855
51 C 3.461 -4.555 -0.248  -0.0980
52 H 3.587 -8.529 0.650  0.0911
53 H 3.799 -8.095 -1.052  0.0747
54 H 4.738 -9.447 -0.341  0.0865
55 H 6.445 -8.351 -1.350  0.1187
56 H 7.343 -7.585 -0.036  0.1172
57 H 7.452 -6.077 -1.934  0.1196
58 H 6.443 -5.363 -0.658  0.0996
59 H 4.527 -6.316 -1.920  0.0670
60 H 4.443 -4.770 -3.683  0.1178
61 H 6.151 -4.419 -3.455  0.1143
62 H 4.833 -2.643 -2.512  0.1209
63 H 5.593 -3.432 -1.152  0.1083
64 H 4.370 -4.520 0.360  0.0932
65 H 3.240 -5.579 -0.547  0.0702
66 H 2.623 -4.214 0.368  0.0754
67 C -2.827 7.008 -3.966  -0.1147
68 O -1.480 6.662 -4.257  -0.2004
69 C -0.559 7.738 -4.027  -0.2052
70 C 0.348 7.424 -2.826  -0.2085
71 N -0.404 7.468 -1.568  -0.0574
72 C 0.333 6.924 -0.422  -0.1962
73 C 0.707 5.429 -0.470  -0.2169
74 O -0.417 4.549 -0.401  -0.1754
75 C -1.042 4.292 -1.652  -0.0990
76 H -3.470 6.196 -4.315  0.0905
77 H -2.975 7.123 -2.891  0.0753
78 H -3.117 7.928 -4.487  0.0861
79 H -1.068 8.701 -3.908  0.1186
80 H 0.067 7.807 -4.923  0.1167
81 H 1.162 8.157 -2.786  0.1192
82 H 0.783 6.433 -2.991  0.0992
83 H -1.263 6.935 -1.674  0.0675
84 H -0.299 7.085 0.459  0.1190
85 H 1.242 7.518 -0.269  0.1138
86 H 1.301 5.217 0.427  0.1178
87 H 1.351 5.178 -1.319  0.1068
88 H -0.333 4.302 -2.485  0.0887
89 H -1.846 5.005 -1.824  0.0696
90 H -1.499 3.298 -1.604  0.0796

# 3
A structure of composition C19H67B3F3HgNO10S in a non-equilibrium geometry, computed with ωB97M-V/def2-TZVPD.

Summary:
* E_HOMO: -8.8 eV
* strongest force on any atom: 0.1025 hartree/bohr

Each line ends with the Löwdin charge.
Element x y z (Å)
1 Hg -3.821 2.874 1.055  1.2195
2 O 0.631 3.555 2.837  0.2011
3 H 1.005 4.157 2.190  0.0256
4 H 0.385 2.761 2.357  0.0434
5 H -0.170 4.001 3.121  0.0733
6 N 0.484 3.015 -3.402  0.3197
7 H -0.278 3.650 -3.593  0.1505
8 H 0.567 2.295 -4.106  0.0609
9 H 0.391 2.578 -2.496  0.0437
10 H 1.234 3.677 -3.265  0.1502
11 B 1.411 4.895 0.432  -0.3754
12 H 1.581 3.889 0.082  -0.0804
13 H 0.577 4.871 1.116  -0.0711
14 H 2.259 5.276 0.980  -0.0484
15 H 1.192 5.576 -0.376  -0.0652
16 B -2.199 3.480 2.773  -0.3967
17 H -1.604 4.047 2.075  -0.0271
18 H -1.762 3.483 3.760  0.0118
19 H -3.192 3.904 2.786  -0.0315
20 H -2.186 2.484 2.358  -0.0819
21 B -5.390 2.003 -0.596  -0.3874
22 H -4.585 1.556 -1.158  -0.0548
23 H -6.371 1.744 -0.964  -0.0192
24 H -5.285 1.792 0.457  -0.1006
25 H -5.335 3.075 -0.706  -0.0654
26 C -0.587 -0.514 -0.126  -0.5848
27 F 0.645 -0.928 -0.037  0.1606
28 F -1.011 -0.773 -1.398  0.1017
29 F -1.403 -1.210 0.768  0.0748
30 S -0.676 1.325 0.128  0.6118
31 O -0.090 1.899 -1.091  -0.3127
32 O -2.108 1.729 0.173  -0.3943
33 O 0.075 1.556 1.345  -0.2817
34 C 2.669 -4.162 -2.884  -0.0527
35 C 2.851 -2.712 -2.535  -0.5249
36 C 4.055 -2.416 -1.546  -0.0221
37 O 3.028 -2.012 -3.721  -0.0467
38 H 3.508 -4.575 -3.444  0.0859
39 H 1.784 -4.218 -3.518  0.0757
40 H 2.478 -4.766 -1.997  0.0829
41 H 1.972 -2.378 -1.985  0.1128
42 H 3.965 -1.349 -1.343  0.0511
43 H 4.992 -2.560 -2.086  0.0803
44 H 3.950 -2.961 -0.608  0.0794
45 H 3.094 -1.096 -3.442  0.0831
46 C 5.214 1.226 1.820  -0.0637
47 C 4.651 1.796 0.563  -0.4750
48 C 3.200 1.457 0.142  -0.0432
49 O 4.716 3.235 0.647  -0.0465
50 H 4.745 1.671 2.698  0.0816
51 H 6.287 1.410 1.873  0.0831
52 H 4.945 0.181 1.976  0.0718
53 H 5.250 1.472 -0.288  0.1203
54 H 3.063 1.726 -0.906  0.0735
55 H 2.559 2.148 0.690  0.0480
56 H 2.945 0.408 0.289  0.0581
57 H 5.506 3.466 1.141  0.0778
58 C 0.170 -1.720 3.311  -0.0342
59 C 1.635 -1.430 3.276  -0.5085
60 C 2.041 -0.331 4.176  -0.0575
61 O 2.498 -2.509 3.605  -0.0547
62 H -0.222 -2.440 2.593  0.0771
63 H -0.317 -0.790 3.016  0.0567
64 H -0.164 -1.903 4.332  0.0937
65 H 1.992 -1.286 2.257  0.1225
66 H 3.088 -0.029 4.190  0.0762
67 H 1.767 -0.552 5.208  0.0935
68 H 1.538 0.614 3.973  0.0768
69 H 3.397 -2.210 3.762  0.0790
70 C -1.202 -4.396 -0.123  -0.0690
71 C -2.632 -4.505 0.315  -0.4657
72 C -3.497 -3.680 -0.695  -0.0440
73 O -2.974 -5.850 0.065  -0.0574
74 H -0.790 -3.390 -0.040  0.0491
75 H -1.088 -4.781 -1.136  0.0897
76 H -0.496 -4.889 0.545  0.0872
77 H -2.852 -4.161 1.325  0.1312
78 H -4.527 -3.436 -0.435  0.0784
79 H -3.537 -4.259 -1.617  0.0737
80 H -2.988 -2.746 -0.931  0.0585
81 H -2.849 -5.929 -0.883  0.0721
82 C -3.145 -0.282 4.362  -0.0204
83 C -3.334 0.006 2.918  -0.5633
84 C -4.055 -1.053 2.208  -0.0554
85 O -4.101 1.104 2.729  -0.1182
86 H -3.776 0.257 5.069  0.0951
87 H -2.117 0.029 4.549  0.0752
88 H -3.075 -1.334 4.639  0.0895
89 H -2.370 0.160 2.434  0.1088
90 H -5.054 -1.326 2.547  0.0988
91 H -3.522 -1.996 2.092  0.0708
92 H -4.351 -0.791 1.193  0.0923
93 H -4.922 0.863 3.165  0.1200
94 C 0.234 -0.544 -4.223  -0.0417
95 C 0.535 -0.037 -5.659  -0.3816
96 C -0.596 -0.398 -6.648  -0.0618
97 O 0.358 1.391 -5.527  -0.1115
98 H 0.803 0.054 -3.511  0.0708
99 H 0.461 -1.597 -4.060  0.0763
100 H -0.839 -0.629 -4.051  0.0872
101 H 1.511 -0.245 -6.098  0.1402
102 H -0.435 -0.170 -7.701  0.0748
103 H -1.536 0.120 -6.457  0.0833
104 H -0.991 -1.414 -6.661  0.0812
105 H 0.514 1.729 -6.412  0.1052

# 4
A cluster of 7 separate species, H15O7 in total in a non-equilibrium geometry, computed with ωB97M-V/def2-TZVPD.

Summary:
* ΔE to the lowest compared entry with this formula, charge and spin: 54.9 kcal/mol
* E_HOMO: -14.3 eV
* charge: +1
* strongest force on any atom: 0.1230 hartree/bohr

Each line ends with the Löwdin charge.
Element x y z (Å)
1 O -0.425 -0.067 -0.280  0.2476
2 H -0.244 0.438 0.496  0.0764
3 H 0.186 -0.841 -0.156  0.0925
4 H -0.075 0.389 -1.063  0.0874
5 O -2.529 -1.945 1.383  -0.0339
6 H -3.037 -1.325 1.894  0.0301
7 H -1.730 -1.739 1.867  0.0188
8 O 2.113 -0.344 1.827  -0.0250
9 H 2.344 0.304 2.468  0.0319
10 H 2.291 -1.152 2.301  0.0457
11 O 1.170 -2.252 -0.399  -0.0373
12 H 0.877 -2.651 -1.282  0.1304
13 H 2.102 -2.318 -0.265  0.0521
14 O 1.147 0.074 -2.447  -0.0093
15 H 1.140 0.564 -3.337  0.1334
16 H 1.973 -0.198 -2.262  -0.0119
17 O -1.321 2.176 -1.916  0.0104
18 H -1.316 3.067 -2.068  0.0019
19 H -1.507 1.724 -2.738  0.0550
20 O -1.102 1.760 1.653  -0.0068
21 H -0.613 2.548 1.774  0.0407
22 H -1.445 1.787 2.550  0.0699

# 5
An isolated molecule of C20H24N2O5S, computed with ωB97M-V/def2-TZVPD.

Summary:
* ΔE to the lowest compared entry with this formula, charge and spin: 31.2 kcal/mol
* E_HOMO: -8.8 eV
* strongest force on any atom: 0.0182 hartree/bohr
* SMILES: CCCc1ccccc1OCCNS(=O)(=O)c1cc2c(cc1C)OCC(=O)N2

Each line ends with the Löwdin charge.
Element x y z (Å)
1 C 4.015 0.615 -1.763  -0.1043
2 C 3.999 -0.019 -0.377  -0.2413
3 C 3.721 1.005 0.730  -0.1476
4 C 2.355 1.623 0.628  -0.1699
5 C 2.177 2.874 0.062  -0.0424
6 C 0.923 3.459 -0.020  -0.0844
7 C -0.169 2.796 0.502  -0.0847
8 C -0.017 1.546 1.081  -0.0201
9 C 1.231 0.941 1.122  -0.2115
10 O 1.479 -0.314 1.613  -0.0512
11 C 0.443 -1.086 2.180  -0.1655
12 C 0.830 -2.560 2.008  -0.1859
13 N 0.957 -2.944 0.626  -0.1095
14 S -0.420 -3.337 -0.220  0.6598
15 O -1.214 -4.151 0.651  -0.2869
16 O 0.020 -3.877 -1.471  -0.2816
17 C -1.331 -1.811 -0.516  -0.2324
18 C -2.544 -1.700 0.141  0.0017
19 C -3.308 -0.554 0.001  -0.1531
20 C -2.843 0.482 -0.820  -0.2026
21 C -1.626 0.351 -1.471  0.0482
22 C -0.850 -0.796 -1.333  -0.2370
23 C 0.464 -0.901 -2.034  -0.0179
24 O -3.542 1.640 -0.952  -0.0032
25 C -4.931 1.566 -0.689  -0.0600
26 C -5.342 0.672 0.476  -0.4467
27 O -6.350 0.850 1.116  0.0900
28 N -4.505 -0.374 0.693  0.1645
29 H 4.172 -0.144 -2.526  0.0726
30 H 3.075 1.122 -1.967  0.0605
31 H 4.818 1.345 -1.835  0.0751
32 H 4.967 -0.487 -0.184  0.1090
33 H 3.242 -0.805 -0.334  0.0805
34 H 4.475 1.792 0.681  0.1175
35 H 3.805 0.502 1.695  0.1162
36 H 3.040 3.402 -0.317  0.1156
37 H 0.807 4.431 -0.473  0.1007
38 H -1.151 3.243 0.465  0.1059
39 H -0.885 1.062 1.501  0.1083
40 H 0.332 -0.841 3.245  0.1407
41 H -0.509 -0.911 1.671  0.0948
42 H 1.785 -2.747 2.507  0.1294
43 H 0.060 -3.202 2.436  0.1182
44 H 1.603 -2.379 0.098  0.0882
45 H -2.867 -2.518 0.765  0.1196
46 H -1.285 1.169 -2.084  0.1372
47 H 1.248 -0.469 -1.412  0.0649
48 H 0.701 -1.940 -2.243  0.0673
49 H 0.440 -0.340 -2.965  0.0948
50 H -5.265 2.587 -0.494  0.1421
51 H -5.460 1.193 -1.582  0.1478
52 H -4.769 -1.059 1.390  0.1687

# 6
A cluster of 2 separate species, C3H8N2OS in total in a non-equilibrium geometry, computed with ωB97M-V/def2-TZVPD.

Summary:
* ΔE to the lowest compared entry with this formula, charge and spin: 108.0 kcal/mol
* E_HOMO: -8.8 eV
* strongest force on any atom: 0.0857 hartree/bohr

Each line ends with the Löwdin charge.
Element x y z (Å)
1 C 1.142 -0.028 -1.127  -0.1567
2 C 1.597 -0.755 0.131  -0.1982
3 C 0.004 0.545 -0.263  -0.5001
4 N 0.552 -0.097 0.854  -0.0645
5 N -2.387 0.629 0.762  -0.2050
6 O -1.799 -1.387 -0.496  -0.4843
7 S -1.755 0.028 -0.670  0.8375
8 H 1.881 0.738 -1.431  0.1135
9 H 0.874 -0.575 -1.923  0.0575
10 H 1.646 -1.866 0.173  0.1242
11 H 2.565 -0.351 0.581  0.1226
12 H 0.117 2.040 -0.298  0.1954
13 H -0.151 -0.662 1.268  0.0745
14 H -2.074 0.169 1.669  0.0956
15 H -2.211 1.572 0.769  -0.0120

Number 1: E_LUMO 0.1 eV. Number 2: E_LUMO 2.1 eV. Number 3: E_LUMO -0.5 eV. Number 4: E_LUMO -3.0 eV. Number 5: E_LUMO 0.5 eV. Number 6: E_LUMO 0.8 eV.